C11H21N2O in the gas phase. Source: OMol25; level of theory: ωB97M-V/def2-TZVPD.

Each line ends with the Mulliken spin population.
Atoms and positions in Å:
C 2.34 -1.57 -0.02  0.03
C 1.00 -0.99 -0.50  -0.01
C 0.67 -1.74 -1.79  0.00
C -0.07 -1.26 0.58  0.01
C -1.04 -0.12 0.97  -0.02
C -2.50 -0.58 1.00  0.00
C -3.00 -1.10 -0.32  0.00
N -3.32 -0.38 -1.30  0.00
C -0.81 1.17 0.20  0.06
C 0.69 1.43 0.13  0.00
C 0.88 2.83 -0.45  0.00
C 1.39 1.42 1.48  0.01
N 1.23 0.45 -0.84  0.40
O 1.10 0.78 -2.06  0.53
H 2.57 -1.23 0.98  0.00
H 2.25 -2.65 0.00  0.00
H 3.13 -1.30 -0.70  -0.01
H -0.26 -1.40 -2.24  0.01
H 1.49 -1.71 -2.48  0.00
H 0.52 -2.77 -1.50  0.00
H -0.66 -2.09 0.22  0.00
H 0.42 -1.64 1.46  0.00
H -0.82 0.13 2.01  0.00
H -2.65 -1.30 1.80  0.00
H -3.10 0.29 1.25  0.00
H -3.10 -2.18 -0.41  0.00
H -3.21 0.60 -1.03  0.00
H -1.13 1.05 -0.83  -0.02
H -1.35 2.00 0.64  0.00
H 0.24 3.00 -1.30  0.00
H 1.91 3.05 -0.67  -0.01
H 0.54 3.52 0.32  0.00
H 0.81 2.02 2.16  0.00
H 2.38 1.83 1.37  -0.01
H 1.45 0.42 1.89  0.00

## Properties
2S+1 ... 2
<S²> ... 0.754
Highest occupied orbital energy (alpha / beta) ... -8.1 / -9.4 eV
Charge ... 0
Orbital gap (alpha / beta) ... 8.751 / 10.016 eV


C3H7NO2S2 in the gas phase. Source: OMol25; level of theory: ωB97M-V/def2-TZVPD.

Each line ends with the Löwdin charge.
Atoms and positions in Å:
C 0.89 0.10 0.79  -0.24
C 1.11 -1.29 0.11  -0.16
C -0.53 0.95 -1.11  -0.31
N 0.48 1.09 -0.16  -0.09
O -0.20 -1.69 -0.55  -0.67
O -2.39 1.10 0.97  -0.64
S -1.66 -1.54 0.16  0.69
S -2.38 0.48 -0.33  0.65
H 0.27 -0.09 1.76  0.13
H 1.95 0.34 1.29  0.15
H 1.88 -1.37 -0.64  0.12
H 1.38 -1.95 0.90  0.09
H -0.67 1.84 -1.71  0.09
H -0.44 0.03 -1.68  0.05
H 0.28 2.02 0.20  0.12

## Properties
2S+1 ... 1
ΔE to the lowest compared entry with this formula, charge and spin ... 79.0 kcal/mol
Highest occupied orbital energy ... -8.4 eV
Charge ... 0
Orbital gap ... 8.933 eV


C9H9NO2S in the gas phase. Source: OMol25; level of theory: ωB97M-V/def2-TZVPD.

Each line ends with the Löwdin charge.
Atoms and positions in Å:
C 2.79 1.01 0.69  -0.06
C 3.02 -0.29 1.13  -0.06
C 1.54 1.39 0.22  -0.01
C 1.98 -1.21 1.11  -0.06
C 0.50 0.47 0.18  -0.19
C 0.75 -0.81 0.65  -0.24
C -0.85 0.88 -0.31  -0.39
C -1.46 0.08 -1.32  -0.07
C -2.90 0.15 -1.65  -0.08
N -1.31 1.96 0.23  0.19
O -0.19 -3.28 0.24  -0.36
O -1.39 -1.87 1.90  -0.34
S -0.70 -1.98 0.63  0.83
H 3.59 1.73 0.71  0.11
H 3.99 -0.58 1.48  0.11
H 1.36 2.40 -0.12  0.12
H 2.13 -2.22 1.45  0.12
H -0.82 -0.57 -1.90  0.11
H -3.09 -0.20 -2.66  0.08
H -3.27 1.17 -1.55  0.07
H -3.49 -0.47 -0.96  0.09
H -2.20 2.27 -0.15  0.05

## Properties
2S+1 ... 1
ΔE to the lowest compared entry with this formula, charge and spin ... 35.0 kcal/mol
Highest occupied orbital energy (alpha / beta) ... -9.2 / -8.9 eV
Charge ... 0
Orbital gap (alpha / beta) ... 8.027 / 7.125 eV


2 unconnected molecules or ions with the total composition C4H10NO2S. Source: OMol25; level of theory: ωB97M-V/def2-TZVPD.

Each line ends with the Löwdin charge.
Atoms and positions in Å:
C -0.90 1.13 0.21  -0.25
N -1.05 -0.17 0.83  0.05
C -1.61 -0.31 2.04  -0.39
O -1.77 -1.34 2.66  -0.03
C 0.49 1.77 0.20  -0.31
C 1.61 0.82 -0.24  -0.71
S 1.51 0.47 -2.07  0.15
H -1.26 1.10 -0.81  0.09
H -1.58 1.83 0.72  0.10
H -0.70 -0.98 0.32  0.11
H -2.01 0.67 2.38  0.12
H 0.48 2.63 -0.47  0.08
H 0.67 2.11 1.23  0.09
H 2.57 1.32 -0.14  0.02
H 1.51 -0.11 0.33  0.03
H 0.52 -1.77 -1.49  -0.07
H 0.59 -3.17 -0.75  0.03
O 0.00 -2.47 -1.04  -0.12

## Properties
2S+1 ... 1
ΔE to the lowest compared entry with this formula, charge and spin ... 13.7 kcal/mol
Highest occupied orbital energy ... -3.0 eV
Charge ... -1
Orbital gap ... 6.742 eV


2 unconnected molecules or ions with the total composition C29H24N. Source: OMol25; level of theory: ωB97M-V/def2-TZVPD.

Each line ends with the Löwdin charge.
Atoms and positions in Å:
C 5.16 -3.81 -0.09  -0.07
C 4.07 -2.93 -0.13  -0.02
C 2.80 -3.48 -0.15  -0.14
C 2.58 -4.88 -0.09  -0.11
C 3.66 -5.75 -0.07  -0.01
C 4.96 -5.20 -0.08  -0.08
C 1.16 -5.08 0.03  -0.11
C 0.55 -3.78 0.10  -0.13
C -0.83 -3.64 0.07  -0.02
C -1.62 -4.80 0.01  -0.07
C -1.03 -6.07 -0.01  -0.08
C 0.36 -6.22 0.00  -0.01
N 1.57 -2.82 -0.01  0.00
C 1.42 -1.45 0.06  -0.13
C 0.33 -0.82 0.57  0.02
H 6.18 -3.40 -0.06  0.10
H 4.17 -1.85 -0.12  0.10
H 3.48 -6.82 -0.04  0.12
H 5.82 -5.86 -0.05  0.10
H -1.27 -2.65 0.06  0.08
H -2.71 -4.70 -0.02  0.10
H -1.67 -6.95 -0.04  0.10
H 0.85 -7.19 -0.02  0.11
H 2.31 -0.91 -0.27  0.11
H 0.32 0.27 0.55  0.01
H -0.46 -1.35 1.08  0.04
C 0.09 3.07 0.27  0.05
C 0.85 3.28 -0.93  -0.20
C 2.26 3.10 -0.95  0.00
C 3.01 3.29 -2.11  -0.05
C 2.37 3.69 -3.30  -0.02
C 0.99 3.90 -3.31  -0.05
C 0.23 3.69 -2.15  0.00
C -1.24 3.48 0.41  -0.06
C -2.01 3.36 1.56  0.06
C -3.42 3.65 1.62  -0.20
C -4.13 3.57 2.85  0.00
C -5.49 3.83 2.92  -0.05
C -6.21 4.19 1.77  -0.02
C -5.53 4.30 0.55  -0.05
C -4.16 4.04 0.46  0.00
H 0.62 2.67 1.14  0.13
H 2.75 2.82 -0.01  0.12
H 4.09 3.15 -2.09  0.12
H 2.96 3.83 -4.21  0.12
H 0.49 4.23 -4.22  0.12
H -0.84 3.86 -2.18  0.11
H -1.71 3.95 -0.45  0.09
H -1.53 3.05 2.49  0.14
H -3.56 3.29 3.75  0.12
H -6.01 3.74 3.88  0.12
H -7.28 4.38 1.83  0.12
H -6.08 4.59 -0.35  0.12
H -3.66 4.12 -0.50  0.11

## Properties
2S+1 ... 1
Highest occupied orbital energy ... -9.5 eV
Charge ... +1
Orbital gap ... 3.687 eV


A molecular structure, C31H29IN8O5PbS. Source: OMol25; level of theory: ωB97M-V/def2-TZVPD.

Each line ends with the Löwdin charge.
Atoms and positions in Å:
Pb -0.25 -1.92 -2.29  1.57
N 3.64 3.90 -0.29  0.29
C 3.47 2.63 -0.45  -0.22
C 2.77 2.13 -1.61  0.05
C 2.63 0.81 -1.78  0.00
C 3.16 -0.10 -0.81  -0.16
C 3.85 0.38 0.36  0.00
C 4.02 1.70 0.53  0.04
S 3.02 -1.79 -1.10  0.52
O 2.71 -1.99 -2.48  -0.33
O 4.01 -2.54 -0.42  -0.21
N 1.58 -1.81 -0.39  -0.04
C 1.28 -1.90 0.95  -0.45
N 0.05 -2.38 1.15  0.15
C -0.31 -2.54 2.41  -0.08
C 0.52 -2.18 3.46  0.02
C 1.76 -1.64 3.13  -0.07
N 2.15 -1.50 1.87  0.16
H 3.27 4.57 -0.96  0.16
H 4.12 4.28 0.52  0.16
H 2.39 2.84 -2.34  0.14
H 2.13 0.41 -2.66  0.11
H 4.26 -0.35 1.05  0.13
H 4.59 2.09 1.36  0.14
H -1.30 -2.94 2.60  0.13
H 0.22 -2.28 4.49  0.12
H 2.45 -1.31 3.90  0.13
O -0.05 0.59 -3.27  -0.07
C -0.35 0.96 -2.13  -0.65
N -0.43 2.23 -1.67  0.17
C -0.85 2.26 -0.28  -0.25
C -0.77 0.74 0.05  -0.43
O -0.87 0.27 1.16  0.10
N -0.61 0.06 -1.13  0.01
C 0.09 3.09 0.58  -0.14
C -0.05 4.48 0.58  -0.01
C 0.76 5.27 1.38  -0.05
C 1.70 4.69 2.23  -0.08
C 1.84 3.31 2.24  -0.09
C 1.07 2.52 1.39  -0.03
C -2.32 2.64 -0.11  -0.17
C -3.18 2.74 -1.20  -0.03
C -4.52 3.01 -1.00  -0.06
C -5.02 3.18 0.28  -0.07
C -4.17 3.07 1.37  -0.05
C -2.82 2.80 1.18  -0.02
H -0.36 3.03 -2.28  0.17
H -0.83 4.94 -0.02  0.13
H 0.63 6.35 1.38  0.12
H 2.28 5.30 2.90  0.12
H 2.53 2.84 2.93  0.11
H 1.16 1.44 1.45  0.11
H -2.81 2.60 -2.21  0.11
H -5.18 3.10 -1.86  0.11
H -6.07 3.39 0.43  0.11
H -4.55 3.19 2.38  0.11
H -2.17 2.71 2.04  0.13
I -6.12 -1.24 0.59  0.92
C -4.43 -2.09 -0.20  -0.76
C -4.10 -3.43 -0.25  -0.11
N -2.90 -3.51 -0.85  0.00
N -2.42 -2.31 -1.18  -0.12
C -3.35 -1.43 -0.80  -0.19
H -4.62 -4.30 0.09  0.13
H -2.31 -4.32 -1.01  0.12
H -3.21 -0.37 -0.95  0.10
C 1.80 -5.48 -1.90  0.01
C 0.38 -5.54 -1.46  -0.45
C -0.16 -6.85 -0.97  0.01
O -0.34 -4.55 -1.51  -0.12
H 2.05 -6.36 -2.51  0.11
H 2.44 -5.54 -1.02  0.11
H 2.02 -4.57 -2.45  0.07
H 0.62 -7.57 -0.76  0.09
H -0.81 -7.26 -1.75  0.11
H -0.77 -6.69 -0.08  0.09

## Properties
2S+1 ... 1
ΔE to the lowest compared entry with this formula, charge and spin ... 60.7 kcal/mol
Highest occupied orbital energy ... -13.0 eV
Charge ... +2
Orbital gap ... 3.292 eV


Computed values of maximum force (unit: eV/A) for the preceding records, in sequence: 1.5; 3.3; 1.3; 1.6; 1.2; 0.7.